Molecular formula: C37H58Cl2O2
Method: DFT, ωB97M-V/def2-TZVPD

The HOMO energy is -0.3334 hartree. The SMILES is CCc1ccc2c(c1)C(=O)c1ccc([C@@H](Cl)[C@H](C)Cl)cc1C2=O.CCCCCC.CCCCCC.CCCCCC. As for the multiplicity: 1. The calculation puts the LUMO energy at -1.206 eV. For the HOMO-LUMO gap, the calculation gives 7.865 eV. The value obtained for the energy is -2515.20949 a.u. For the molar mass, the calculation gives 605.78 g/mol.

The geometry in XYZ format:
```
99
C37H58Cl2O2 | the Open Molecules 2025 dataset | ωB97M-V/def2-TZVPD
C -0.959 -2.197 -6.860
C -1.770 -2.026 -5.468
C -0.979 -1.152 -4.376
C 0.287 -0.377 -4.803
C 1.041 0.500 -3.716
C 0.441 0.529 -2.287
C -0.828 -0.255 -1.833
C -1.554 -1.110 -2.908
C -1.315 -0.098 -0.295
O -2.529 -0.254 0.028
C -0.224 0.276 0.803
C -0.330 -0.056 2.315
C 0.828 0.352 3.298
C 2.085 1.081 2.772
C 3.318 1.569 3.700
Cl 2.894 1.572 5.485
C 4.694 0.771 3.401
C 5.805 1.717 2.681
Cl 4.488 -0.755 2.409
C 2.195 1.422 1.264
C 1.041 1.031 0.318
C 1.177 1.436 -1.214
O 1.880 2.446 -1.498
H 0.074 -2.664 -6.674
H -1.571 -2.724 -7.663
H -0.740 -1.122 -7.231
H -2.164 -3.019 -5.070
H -2.708 -1.402 -5.743
H 0.738 -0.370 -5.860
H 1.988 1.085 -3.953
H -2.485 -1.705 -2.630
H -1.280 -0.586 2.690
H 0.754 0.141 4.427
H 3.514 2.659 3.367
H 5.134 0.470 4.425
H 6.809 1.166 2.669
H 5.514 1.913 1.578
H 5.853 2.742 3.181
H 3.095 1.979 0.840
C -1.013 -7.725 1.106
C -1.090 -6.283 1.589
C -1.939 -5.388 0.685
C -1.425 -5.230 -0.749
C 0.000 -4.685 -0.875
C 0.160 -3.280 -0.313
H -0.534 -7.799 0.127
H -0.428 -8.327 1.807
H -2.012 -8.166 1.036
H -0.079 -5.876 1.692
H -1.528 -6.275 2.593
H -2.025 -4.400 1.151
H -2.958 -5.789 0.643
H -2.107 -4.565 -1.289
H -1.477 -6.195 -1.265
H 0.271 -4.668 -1.937
H 0.712 -5.359 -0.389
H -0.511 -2.576 -0.809
H 1.184 -2.929 -0.461
H -0.048 -3.251 0.760
C 0.345 4.270 -9.397
C 0.218 5.187 -8.189
C 1.046 4.724 -6.989
C 0.656 3.360 -6.413
C -0.802 3.235 -5.961
C -1.169 4.186 -4.829
H -0.029 3.266 -9.184
H -0.235 4.668 -10.235
H 1.387 4.190 -9.718
H -0.836 5.287 -7.911
H 0.556 6.189 -8.475
H 0.981 5.483 -6.203
H 2.103 4.685 -7.280
H 1.310 3.145 -5.560
H 0.862 2.577 -7.151
H -0.970 2.209 -5.617
H -1.479 3.393 -6.806
H -0.531 4.017 -3.958
H -2.207 4.027 -4.526
H -1.069 5.231 -5.132
C -1.899 0.168 10.374
C -1.236 -0.269 9.075
C -0.280 0.779 8.503
C -0.926 2.112 8.114
C -2.062 2.013 7.094
C -1.617 1.459 5.747
H -2.523 1.053 10.232
H -2.540 -0.631 10.757
H -1.149 0.393 11.138
H -2.004 -0.529 8.340
H -0.670 -1.187 9.265
H 0.227 0.353 7.631
H 0.508 0.980 9.239
H -0.146 2.769 7.713
H -1.304 2.611 9.012
H -2.474 3.016 6.937
H -2.880 1.404 7.489
H -0.827 2.078 5.314
H -2.457 1.445 5.049
H -1.243 0.435 5.837
```

=====

Molecular formula: C37H58N2O5PS
Method: DFT, ωB97M-V/def2-TZVPD

The HOMO energy (spin up / spin down) is -0.2637 / -0.2637 hartree. Its expectation value of S² is 0.754. As for the multiplicity: 2. The calculation puts the LUMO energy (spin up / spin down) at 0.032 / 0.029 eV. For the HOMO-LUMO gap (spin up / spin down), the calculation gives 7.208 / 7.205 eV. The value obtained for the energy is -2669.68818 a.u. For the molar mass, the calculation gives 673.92 g/mol.

The geometry in XYZ format:
```
104
C37H58N2O5PS | the Open Molecules 2025 dataset | ωB97M-V/def2-TZVPD
C 3.692 -0.656 5.146
C 2.525 0.364 4.928
C 1.236 -0.353 4.415
C 0.414 0.487 3.372
C 0.335 -0.181 1.957
C 1.140 0.536 0.839
N 2.399 -0.345 0.688
C 3.235 -0.158 1.571
O 4.231 0.157 2.125
O 1.740 1.787 1.147
C 1.891 2.578 0.020
O 2.158 3.735 0.055
C 1.582 1.672 -1.179
C 2.674 1.356 -2.241
C 4.110 1.025 -1.670
C 5.154 2.106 -2.153
C 6.530 1.387 -2.198
C 5.081 3.298 -1.152
C 6.393 4.101 -0.988
C 6.200 5.211 0.080
C 5.559 5.032 1.272
C 6.062 4.094 2.383
C 4.270 5.792 1.624
C 0.618 0.513 -0.639
C -0.783 1.142 -0.950
C -2.000 0.386 -0.398
O -2.188 -0.800 -0.497
C -3.072 1.241 0.285
C -4.408 1.214 -0.090
C -5.278 2.062 0.578
C -4.873 2.931 1.576
C -3.537 2.942 1.967
C -2.664 2.097 1.302
P 0.800 -1.160 -1.480
S 0.398 -2.717 -0.387
H 4.630 -0.077 5.110
H 3.589 -1.218 6.079
H 3.739 -1.308 4.260
H 2.302 0.760 5.933
H 2.819 1.201 4.283
H 0.593 -0.502 5.298
H 1.483 -1.360 4.047
H 0.745 1.534 3.365
H -0.613 0.497 3.773
H 0.773 -1.178 2.058
H -0.725 -0.345 1.723
H 0.898 2.315 -1.763
H 2.373 0.598 -2.974
H 2.811 2.288 -2.815
H 4.433 0.071 -2.111
H 4.147 1.057 -0.577
H 4.896 2.493 -3.153
H 7.383 2.066 -2.295
H 6.594 0.734 -1.314
H 6.526 0.745 -3.096
H 4.740 3.020 -0.143
H 4.327 4.009 -1.535
H 6.601 4.637 -1.926
H 7.231 3.467 -0.658
H 6.589 6.222 -0.125
H 6.622 3.235 1.992
H 5.197 3.762 2.986
H 6.660 4.726 3.057
H 3.531 5.036 1.938
H 4.383 6.483 2.479
H 3.866 6.262 0.723
H -0.788 2.144 -0.493
H -0.891 1.235 -2.040
H -4.767 0.563 -0.885
H -6.336 2.094 0.306
H -5.554 3.618 2.079
H -3.150 3.607 2.739
H -1.612 2.136 1.606
H 2.172 -1.240 -1.827
H 0.109 -1.134 -2.722
C -5.181 -6.537 -1.986
C -5.876 -5.278 -2.542
C -5.024 -4.655 -3.654
C -3.799 -3.914 -3.128
C -4.208 -2.877 -2.085
C -5.035 -3.473 -0.943
N -6.166 -4.318 -1.437
O -7.114 -3.518 -1.844
C -4.101 -4.289 -0.022
C -5.532 -2.340 -0.039
C -7.157 -5.835 -3.174
H -5.808 -7.029 -1.240
H -5.001 -7.253 -2.789
H -4.210 -6.352 -1.536
H -5.632 -3.951 -4.233
H -4.707 -5.430 -4.356
H -3.076 -4.620 -2.711
H -3.294 -3.414 -3.959
H -3.314 -2.397 -1.683
H -4.779 -2.086 -2.587
H -4.674 -4.925 0.656
H -3.493 -3.624 0.592
H -3.386 -4.908 -0.560
H -6.118 -1.598 -0.582
H -4.686 -1.810 0.400
H -6.142 -2.731 0.778
H -7.816 -6.264 -2.417
H -6.910 -6.624 -3.885
H -7.716 -5.078 -3.724
```